1.
77
Properties=species:S:1:pos:R:3:mulliken_charge:R:1 method="wB97M-V/def2-TZVPD" multiplicity=5 gap_ev="7.8 / 5.4" lumo_ev="-6.1 / -8.5" e_homo_ha="-0.5083 / -0.5095" relative_energy_kj_mol=0.8 s2=6.04 charge=+2
H 0.74 1.55 3.04 0.37
H 3.10 2.10 1.66 0.40
C 2.58 -5.14 -2.51 -0.62
C -1.19 6.15 1.51 -0.54
C -2.38 2.61 -5.96 -1.20
H -2.75 3.62 -6.13 0.37
H -3.36 3.56 -3.55 0.44
C 0.15 4.28 0.83 -0.50
P -0.66 1.67 1.06 0.66
C 0.84 -3.52 -2.59 0.41
H -3.23 1.93 -6.05 0.32
N 0.24 -2.29 -2.06 1.28
H -2.89 3.26 2.00 0.49
C 2.00 -3.98 -2.01 -0.28
H 0.79 6.32 0.70 0.44
C 1.40 -2.00 3.36 -0.43
N -0.72 2.12 -2.08 0.01
C 5.07 1.25 1.58 -0.73
H -5.15 -1.29 2.82 0.43
C -0.16 1.70 -3.23 0.44
H -1.76 -3.90 2.17 0.48
H 5.57 2.20 1.69 0.45
C -2.09 3.93 1.72 -0.21
C -2.23 5.30 1.87 -0.81
C -2.13 0.81 1.64 0.80
H -3.45 -0.54 4.46 0.45
S 1.34 0.84 -2.98 -0.01
H -1.52 0.78 3.71 0.39
C 1.99 -5.81 -3.57 -0.51
C 0.23 -4.17 -3.65 -0.40
H 1.07 3.88 0.41 0.40
H 2.45 -6.71 -3.95 0.41
C -0.89 3.42 1.21 0.64
N -0.62 1.85 -4.46 -0.49
C 0.82 -5.33 -4.13 -0.61
C -1.79 2.48 -4.59 0.84
C -3.09 0.39 0.72 -0.39
C 0.72 -1.59 2.21 0.59
C -3.35 -0.28 3.41 -0.81
H 1.46 -3.43 4.96 0.46
H 3.30 -2.17 1.19 0.51
H -4.92 -0.68 0.43 0.46
C -0.88 -3.37 2.50 -0.91
H -0.96 -1.95 0.90 0.36
H 2.29 -1.48 3.70 0.52
Ru 0.16 0.23 -0.66 0.34
C -1.86 2.81 -2.22 0.05
C -0.42 -2.27 1.78 -0.48
H 0.36 -5.85 -4.96 0.40
N -0.91 -1.94 -2.39 -0.84
C -0.20 -3.78 3.64 -0.61
H 3.49 -5.52 -2.06 0.39
N 0.65 1.27 2.07 -0.03
H 5.76 -2.05 1.23 0.44
H -2.99 0.64 -0.33 0.31
H -1.64 2.35 -6.71 0.35
C -2.43 3.01 -3.46 -1.11
H -0.55 -4.64 4.19 0.46
H -1.31 7.22 1.63 0.43
C 3.05 -0.04 1.43 0.79
H 6.90 0.13 1.48 0.42
C 3.79 -1.21 1.30 -0.40
H -2.31 3.21 -1.31 0.47
C -0.01 5.65 0.98 -0.80
C -4.18 -0.36 1.15 -0.71
C 3.69 1.20 1.56 -0.62
H -0.68 -3.79 -4.09 0.48
H 2.45 -3.44 -1.18 0.40
O -1.28 -0.83 -1.83 -0.20
C 0.93 -3.10 4.07 -0.78
C -4.30 -0.69 2.49 -0.56
H -3.15 5.71 2.28 0.45
C -2.26 0.47 2.99 -0.32
C 5.18 -1.15 1.32 -0.82
P 1.27 -0.12 1.36 0.94
O 0.97 -1.56 -1.21 -0.64
C 5.81 0.08 1.46 -0.55

2.
78
Properties=species:S:1:pos:R:3:mulliken_charge:R:1 method="wB97M-V/def2-TZVPD" multiplicity=2 gap_ev="5.2 / 6.4" lumo_ev="-8.6 / -7.5" e_homo_ha="-0.5085 / -0.5086" relative_energy_kj_mol=80.9 s2=1.09 charge=+2
C 0.96 -2.16 -4.24 -0.18
H 2.66 4.29 1.04 0.54
H 2.71 2.93 -2.98 0.41
H 5.60 0.53 -3.57 0.43
H -1.22 4.92 -2.07 0.55
O 0.62 1.60 1.94 -0.72
C -0.38 4.80 -1.39 -0.60
C -2.62 1.59 2.50 0.21
S 1.06 1.72 0.59 1.07
O 3.63 -2.58 -2.85 -0.62
H -0.94 -2.77 -5.04 0.46
H 3.54 1.22 -4.63 0.35
H -6.37 0.60 2.60 0.44
H 2.03 -2.26 5.73 0.42
C -4.29 -4.85 0.96 -0.74
C -4.34 -3.80 0.05 -0.61
H -4.99 -3.85 -0.82 0.50
C -4.93 2.17 2.90 -0.57
H -4.70 -1.07 1.95 0.47
S -3.54 -1.43 -0.95 -0.28
C 5.21 -0.36 -3.08 -0.84
C 0.47 5.85 -1.07 -0.58
C -2.66 -3.65 2.29 -0.68
C -0.76 -1.02 4.26 -0.48
O -1.85 2.02 -1.65 -0.76
C -2.70 -2.61 1.39 0.28
C 1.33 -2.00 4.95 -0.53
H 1.56 -2.58 -5.05 0.57
C 0.96 3.40 0.05 0.39
H -4.92 -5.72 0.81 0.42
C -3.46 -4.77 2.07 -0.70
H 2.20 6.50 0.01 0.47
C 0.14 -1.36 5.26 -0.82
C -3.58 2.52 2.87 -0.85
H -2.20 -1.85 -3.15 0.41
H 2.05 0.75 -3.85 0.42
H -1.58 1.86 2.51 0.59
H 2.57 -2.80 3.38 0.45
N 3.74 -0.34 -3.26 0.20
C 1.63 -2.31 3.62 -0.84
C -0.41 -2.27 -4.24 -0.98
C 1.55 5.67 -0.21 -0.60
C 0.85 -1.04 -2.14 0.43
O 2.30 1.11 0.21 -0.68
N -0.52 -1.15 -2.13 -0.22
Re -1.66 -0.16 -0.72 0.85
H 1.32 -0.59 -1.29 0.51
H 6.73 -0.33 -1.55 0.40
H -3.28 3.53 3.15 0.47
H -2.03 -3.58 3.17 0.54
N -0.16 1.23 -0.48 0.49
As -1.72 -0.98 1.60 0.66
H -5.67 2.90 3.19 0.42
C 1.60 -1.52 -3.19 -0.28
C 1.82 4.43 0.37 -0.78
C -3.51 -2.69 0.25 0.53
C -5.32 0.87 2.56 -0.79
H -0.10 -1.12 6.30 0.44
H 5.21 0.44 -1.06 0.20
C -3.03 0.29 2.17 0.42
C 3.11 0.93 -3.68 -0.80
H 5.60 -1.22 -3.60 0.44
C 0.75 -1.98 2.61 -0.27
H 2.96 1.74 -1.67 -0.02
H -3.42 -5.60 2.78 0.43
H 0.29 6.83 -1.51 0.46
C -0.12 3.57 -0.82 0.02
C -0.44 -1.34 2.95 0.62
C -0.79 2.29 -1.05 0.98
H 5.32 -1.33 -1.16 0.31
C 3.29 2.05 -2.67 -0.61
H 4.34 2.36 -2.59 0.41
C 5.64 -0.39 -1.62 -0.98
H 0.99 -2.21 1.58 0.49
C -4.38 -0.07 2.19 -0.68
C 3.10 -1.51 -3.11 0.20
C -1.13 -1.77 -3.18 -0.14
H -1.69 -0.52 4.50 0.50

3.
85
Properties=species:S:1:pos:R:3:mulliken_charge:R:1 method="wB97M-V/def2-TZVPD" multiplicity=1 gap_ev=1.5 lumo_ev=-8.7 e_homo_ha=-0.3745 charge=+1
O 4.46 5.54 3.00 -0.31
C -0.71 -3.92 3.44 0.57
H 1.64 0.79 4.64 0.50
H 1.78 -0.98 -1.68 -1.03
H -3.85 -4.11 -2.17 0.37
O 3.14 -2.53 5.07 -0.47
C -1.76 -1.53 -2.83 0.15
H -5.03 1.15 2.69 0.38
C -3.06 -2.35 -3.21 -1.03
H 3.03 -1.54 -2.84 0.51
C 1.65 -1.26 3.66 0.61
F 3.03 -3.86 2.45 -0.27
C 2.25 -0.73 -2.67 0.75
F -1.50 -5.03 3.68 -0.26
H -4.42 3.83 2.51 0.38
F -0.86 -3.13 4.53 -0.21
C 3.06 3.97 -1.34 0.40
C 1.79 3.10 1.12 -0.18
O 0.55 3.16 3.22 -0.46
H -0.04 -2.37 -4.85 0.34
C 1.20 -1.32 1.19 -0.64
F 1.37 -4.77 4.45 -0.22
S 6.48 3.80 -2.19 -0.25
C -3.64 1.88 -0.19 -0.03
H 0.00 -2.19 -1.70 -0.89
H -5.25 -0.84 1.08 0.37
H -2.78 -3.11 -3.99 0.39
C 2.25 2.73 -1.38 -0.90
C 1.22 0.93 2.47 0.42
H 3.59 0.63 -1.62 0.44
H -5.78 -2.60 -2.02 0.31
C -3.60 3.23 0.42 -0.61
Cd 6.63 5.45 3.26 0.40
C 1.50 -2.05 2.43 -0.32
P 2.75 5.21 2.76 0.12
C 2.01 -1.92 5.01 0.22
C -4.79 -0.83 -1.10 -0.07
H 3.85 5.69 -0.12 0.44
H -0.81 -3.51 -2.61 0.56
C -0.48 -2.44 -2.68 0.78
H 1.31 -3.10 -3.86 0.41
C 1.68 -3.60 2.30 1.06
H 0.40 -0.09 -3.82 0.11
C 2.11 1.94 -2.73 -0.52
C 3.22 4.76 -0.12 -0.43
H -3.20 4.15 -0.05 0.41
H -5.78 -0.34 -1.30 0.34
C 1.22 -0.85 -3.85 -0.34
C 4.97 4.25 -2.43 0.44
C -3.60 -3.05 -1.88 -0.24
C 3.04 0.63 -2.61 -1.08
C 0.77 -4.47 3.25 0.66
C 1.51 0.22 3.69 -1.00
O 1.26 -1.83 5.98 -0.48
H -3.82 -1.63 -3.61 0.43
H 1.07 -1.82 0.21 0.37
Br 1.65 7.20 2.61 -0.18
H -5.14 -2.86 -0.34 0.34
H 2.54 2.53 -3.59 0.57
F 0.62 -5.70 2.62 -0.29
H -2.78 -3.08 -1.12 0.03
C 0.78 0.99 -0.06 0.49
C -4.23 3.04 1.74 -0.58
H 4.49 6.06 3.84 0.44
O -0.04 0.68 -0.88 -0.29
F -1.22 -3.36 2.29 -0.19
C 0.54 -2.28 -3.88 -1.09
C -4.41 -0.52 0.41 -0.44
H -1.97 -1.03 -1.84 -0.27
C 1.62 2.32 -0.13 0.54
N -4.19 0.92 0.64 0.34
H -1.63 -0.70 -3.59 0.35
C -4.54 1.61 1.80 -0.29
H -3.24 1.67 -1.21 0.32
H 1.04 1.71 -2.91 0.21
C 1.06 0.14 1.22 0.35
H 1.81 -0.75 -4.81 0.34
H -3.48 -1.09 0.70 0.00
C -4.92 -2.38 -1.34 -0.92
C 2.59 4.33 1.13 0.79
F 1.38 -3.99 1.00 -0.31
C 1.10 2.49 2.38 -0.55
H -4.04 -0.33 -1.77 0.06
N 3.75 4.42 -2.55 -0.60
H 3.84 0.61 -3.40 0.44